(1)
Here is 2 unconnected molecules or ions with the total composition C6H9N2O2 from OMol25. Energies are from wB97M-V/def2-TZVPD.

Properties
- Kohn-Sham gap: 7.45 eV
- Electronic energy: -494.0844 hartree
- Energy above the lowest of the compared OMol25 structures with the same formula, charge and spin: 1.042 eV
- HOMO: -3.668 eV
- Total charge: -1

Structure (XYZ):
```
19
C6H9N2O2 (wB97M-V/def2-TZVPD)
C 2.6100 1.5859 -0.0151
C 1.7464 2.1822 -1.1491
O 0.8454 1.3172 -1.5886
O 1.9259 3.2521 -1.6743
H 2.8775 2.4232 0.6570
H 3.5661 1.1143 -0.2556
H 2.0088 0.8664 0.5652
C -3.1440 -2.5113 1.0397
C 0.2525 -1.3117 0.8190
C -1.7030 -0.5833 0.3206
C -1.8180 -1.8680 0.8879
N -0.3812 -0.2558 0.3053
N -0.5906 -2.3166 1.1803
H 0.4205 0.7900 -0.8385
H 1.2891 -1.4713 1.0459
H -2.6230 -0.0253 0.2283
H -3.1939 -3.5125 0.5520
H -3.9184 -2.0498 0.4160
H -3.6060 -2.5040 2.0391
```



(2)
Here is 2 unconnected molecules or ions with the total composition CH4ClN2 from OMol25. Energies are from wB97M-V/def2-TZVPD.

Properties
- Kohn-Sham gap (spin up / spin down): 8.15 / 6.76 eV
- Electronic energy: -609.7145 hartree
- Energy above the lowest of the compared OMol25 structures with the same formula, charge and spin: 1.018 eV
- HOMO (spin up / spin down): -12.076 / -16.518 eV
- Spin multiplicity: 3
- Total charge: +1

Structure (XYZ):
```
8
CH4ClN2 (wB97M-V/def2-TZVPD)
C -0.3330 -0.9653 0.6803
N 0.0380 -0.3127 -0.3710
N -0.4219 -1.6726 1.6449
Cl 0.0095 2.6370 -1.1648
H 0.1413 0.7495 -0.4928
H 0.3686 -0.7520 -1.1649
H -0.8957 -1.8499 2.5400
H 1.0932 2.1659 -1.6717
```



(3)
Here is a molecular structure, C22H35AuN6O7PSTe from OMol25. Energies are from wB97M-V/def2-TZVPD.

Properties
- Kohn-Sham gap (spin up / spin down): 8.12 / 6.77 eV
- Electronic energy: -2857.6903 hartree
- HOMO (spin up / spin down): -10.475 / -10.678 eV
- Spin multiplicity: 3
- Total charge: +1

Structure (XYZ):
```
74
C22H35AuN6O7PSTe (wB97M-V/def2-TZVPD)
Au 1.1672 -0.0650 0.3811
N 1.5294 -0.7077 2.4098
C 2.4357 0.2902 2.9866
C 3.0096 -0.1279 4.3404
C 1.9491 -0.6192 5.3424
C 1.0244 0.3986 6.0176
N 0.3158 1.3383 5.1319
C -0.5411 1.0629 4.1491
N -1.1225 -0.1383 4.0466
N -0.7953 1.9945 3.2347
C 3.4896 0.7197 1.9346
O 4.4616 1.3369 2.3078
O 3.2073 0.4318 0.6880
H 0.6516 -0.8030 2.8974
H 1.9202 -1.6426 2.3297
H 1.8333 1.1935 3.1134
H 3.6145 0.6920 4.7298
H 3.7017 -0.9581 4.1756
H 2.4492 -1.1402 6.1611
H 1.3507 -1.3972 4.8577
H 1.6084 1.0426 6.6730
H 0.3029 -0.1131 6.6580
H 0.6927 2.2717 5.1121
H -1.0524 -0.8063 4.7966
H -1.8150 -0.3249 3.3259
H -0.2471 2.8399 3.2387
H -1.1471 1.7418 2.3046
C -2.7021 -5.3731 -3.9631
C -2.4040 -4.4940 -2.7828
C -3.4245 -3.8424 -2.0969
C -3.1513 -3.0526 -0.9899
C -1.8408 -2.9090 -0.5668
C -0.8047 -3.5569 -1.2280
C -1.0919 -4.3392 -2.3296
S -1.4642 -1.8757 0.8057
O -2.6741 -1.6401 1.5641
O -0.3479 -2.4722 1.5005
N -0.9132 -0.4733 0.2088
C -1.7480 0.6190 0.0317
C -3.0750 0.5411 -0.4214
C -3.7690 1.7111 -0.6414
C -3.1554 2.9436 -0.4196
C -1.8583 2.9349 0.0368
N -1.1684 1.8070 0.2733
H -3.6974 -5.1811 -4.3605
H -2.6539 -6.4253 -3.6753
H -1.9771 -5.2191 -4.7622
H -4.4496 -3.9621 -2.4251
H -3.9577 -2.5824 -0.4415
H 0.2144 -3.4533 -0.8776
H -0.2857 -4.8456 -2.8464
H -3.5361 -0.4159 -0.6100
H -4.7903 1.6670 -0.9982
H -3.6719 3.8773 -0.5901
H -1.3293 3.8600 0.2396
C -0.7016 3.2525 -4.3978
C -0.6464 2.3553 -3.1882
O 0.4890 2.7313 -2.3444
P 1.7242 1.7630 -2.2583
O 1.3964 0.3788 -1.7729
Te 3.3639 2.8414 -0.8434
O 2.2299 1.7196 -3.7527
C 3.3341 0.8399 -4.1192
C 4.3361 1.6324 -4.9175
H -1.5894 3.0171 -4.9869
H 0.1777 3.1114 -5.0248
H -0.7561 4.2987 -4.0973
H -0.5561 1.3027 -3.4601
H -1.5232 2.4702 -2.5539
H 2.8984 0.0243 -4.6928
H 3.7796 0.4244 -3.2132
H 3.8719 2.0571 -5.8071
H 5.1525 0.9812 -5.2321
H 4.7524 2.4404 -4.3158
```



(4)
Here is a molecular structure, C18H24KN2O4 from OMol25. Energies are from wB97M-V/def2-TZVPD.

Properties
- Kohn-Sham gap: 7.21 eV
- Electronic energy: -1710.4859 hartree
- Energy above the lowest of the compared OMol25 structures with the same formula, charge and spin: 0.627 eV
- HOMO: -10.323 eV
- Total charge: +1

Structure (XYZ):
```
49
C18H24KN2O4 (wB97M-V/def2-TZVPD)
C 2.7763 -4.5192 -1.6813
C 2.5122 -5.6411 -0.9778
H 3.6124 -4.4740 -2.3803
H 2.1165 -3.7045 -1.5457
C 1.4090 -5.6606 -0.0365
C 0.6248 -4.5677 0.2048
H 0.8263 -3.5918 -0.2071
H -0.2072 -4.6506 0.9076
C 3.3844 -6.8542 -1.1884
H 4.1237 -6.6180 -1.9605
H 2.8144 -7.7284 -1.5276
H 3.9332 -7.1353 -0.2801
C 1.1491 -6.9749 0.6564
H 2.0486 -7.3378 1.1704
H 0.8543 -7.7620 -0.0518
H 0.3555 -6.8815 1.4004
K 0.3059 2.9000 0.9441
O 0.2333 0.6354 -0.3800
C -0.5277 -0.2369 -0.8065
O -1.9510 2.0888 0.2943
C -2.4925 1.2046 -0.3696
O -3.8000 1.2361 -0.6652
N -1.9130 0.0384 -0.9145
C -4.1544 0.0781 -1.4665
C -2.9048 -0.7319 -1.6694
H -4.5620 0.4442 -2.4099
H -4.9066 -0.5010 -0.9291
H -2.6294 -0.8066 -2.7266
H -2.9773 -1.7413 -1.2586
C -0.0400 -1.5727 -1.1609
C 1.2866 -1.6783 -1.4041
H -0.7842 -2.3564 -1.3517
H 1.9950 -0.9651 -0.9713
H 1.6143 -2.4313 -2.1076
O 0.0973 5.1624 -0.4565
C -1.0065 5.9304 0.0622
C -0.5984 6.3764 1.4309
C -0.4573 7.7419 1.7341
C 0.0405 8.0825 2.9899
C 0.3589 7.0645 3.8892
C 0.1719 5.7310 3.4951
N -0.2752 5.3988 2.2782
H 0.0316 5.1224 -1.4258
H -1.1818 6.8081 -0.5683
H -1.9014 5.2931 0.1236
H -0.7234 8.4762 0.9692
H 0.1721 9.1272 3.2629
H 0.7423 7.2715 4.8851
H 0.4040 4.9113 4.1804
```



(5)
Here is 2 unconnected molecules or ions with the total composition C4H11N2O from OMol25. Energies are from wB97M-V/def2-TZVPD.

Properties
- Kohn-Sham gap (spin up / spin down): 9.87 / 5.57 eV
- Electronic energy: -342.9614 hartree
- Energy above the lowest of the compared OMol25 structures with the same formula, charge and spin: 2.475 eV
- HOMO (spin up / spin down): -18.370 / -18.362 eV
- Spin multiplicity: 2
- Total charge: +2

Structure (XYZ):
```
18
C4H11N2O (wB97M-V/def2-TZVPD)
C -0.9062 1.2545 1.1117
C 0.1075 0.6917 0.4426
C -2.6327 0.6812 2.7119
N -1.7811 0.3664 1.7986
H -1.1440 2.3127 1.2593
H 0.3193 -0.3619 0.6222
H 0.6621 1.2643 -0.2974
H -3.1809 -0.1369 3.1706
H -2.7357 1.7277 2.9730
H -1.6839 -0.6111 1.5009
N 1.1283 -2.0364 -1.8402
C 1.2889 -0.6756 -2.2305
O 2.2492 0.0654 -1.3680
H 2.0281 -2.5093 -1.6795
H 0.5102 -2.1781 -0.9836
H 1.6723 -0.6062 -3.3198
H 0.3333 -0.1281 -2.1992
H 2.6509 0.6823 -2.0249
```



(6)
Here is C4H7NO2 in the gas phase from OMol25. Energies are from wB97M-V/def2-TZVPD.

Properties
- Kohn-Sham gap: 9.78 eV
- Electronic energy: -361.8092 hartree
- Energy above the lowest of the compared OMol25 structures with the same formula, charge and spin: 1.950 eV
- HOMO: -8.998 eV
- Total charge: 0
- Structure (SMILES): CC(O)(O)C=C=N

Structure (XYZ):
```
14
C4H7NO2 (wB97M-V/def2-TZVPD)
C -0.8784 -0.9190 -0.5156
C -0.5908 0.4230 0.1564
O -1.2539 0.5372 1.3944
O -1.0573 1.4196 -0.7235
C 0.8788 0.6113 0.4606
C 1.8234 -0.1565 0.0134
N 2.7120 -0.7436 -0.5637
H -0.6280 -1.7303 0.1623
H -1.9335 -0.9709 -0.7758
H -0.2898 -1.0018 -1.4239
H -2.1974 0.3935 1.2535
H -0.8391 2.2870 -0.3619
H 1.1150 1.4321 1.1182
H 3.1392 -1.5817 -0.1943
```



(7)
Here is a molecular structure, C3H4O2 from OMol25. Energies are from wB97M-V/def2-TZVPD.

Properties
- Kohn-Sham gap: 9.43 eV
- Electronic energy: -267.0185 hartree
- Energy above the lowest of the compared OMol25 structures with the same formula, charge and spin: 4.741 eV
- HOMO: -9.287 eV
- Total charge: 0

Structure (XYZ):
```
9
C3H4O2 (wB97M-V/def2-TZVPD)
C 0.4960 0.6177 -0.5818
C 1.2649 -0.4740 -0.4273
C -0.5732 -0.1713 -0.0119
O 0.2423 -1.3368 -0.0110
O -1.8746 -0.1682 -0.4793
H 0.6866 1.6094 -0.9831
H 2.2337 -0.7760 -0.5319
H -0.6431 0.1388 1.7075
H -2.4543 -0.4145 0.2258
```



Max |F| per entry: 2.46, 5.92, 0.54, 2.64, 3.38, 0.95, 4.99 eV/Å